Entry 1:
Here is a 2-piece molecular cluster, C17H36I2N7O10P2 overall from the Open Molecules 2025 dataset. Energies are from ωB97M-V with the def2-TZVPD basis set.

Total charge: -1

Element x y z (Å)
C 0.862 -5.923 -1.026
C 1.394 -4.531 -1.100
I 3.460 -4.411 -0.676
C 0.695 -3.429 -1.379
I -1.442 -3.542 -1.799
N 1.187 -2.113 -1.421
C 1.057 -1.297 -0.288
N 1.393 0.008 -0.236
C 2.737 0.474 -0.503
N 3.697 -0.588 -0.204
C 0.327 0.973 0.105
C 0.413 1.616 1.500
C 1.752 2.117 1.995
O 2.654 1.046 2.290
C 0.132 1.998 -1.028
C 1.048 3.235 -1.092
C 1.111 3.649 -2.580
C 0.492 4.448 -0.295
C -1.002 0.141 0.075
C -2.214 0.933 0.597
C -3.547 0.706 -0.158
N -4.545 1.161 0.779
N -3.879 -0.691 -0.419
N -3.539 1.459 -1.427
C -0.936 -1.126 0.943
N 0.353 -1.888 0.784
P 1.192 -2.160 2.216
O 2.645 -2.287 2.103
O 0.708 -1.132 3.323
O 0.561 -3.520 2.803
P 1.794 -1.564 -2.885
O 1.334 -0.241 -3.302
O 3.386 -1.671 -2.940
O 1.324 -2.691 -3.910
H 1.517 -6.596 -1.571
H 0.799 -6.236 0.014
H -0.131 -6.003 -1.453
H 3.006 1.373 0.037
H 2.867 0.713 -1.566
H 4.517 -0.481 -0.786
H 3.997 -0.489 0.758
H -0.227 2.493 1.490
H -0.003 0.984 2.278
H 2.239 2.814 1.312
H 1.566 2.683 2.911
H 3.308 1.382 2.902
H 0.229 1.481 -1.982
H -0.885 2.381 -1.011
H 2.079 3.046 -0.812
H 1.561 4.632 -2.685
H 1.734 2.931 -3.116
H 0.122 3.619 -3.030
H 0.344 5.296 -0.957
H -0.482 4.203 0.119
H 1.183 4.761 0.482
H -1.230 -0.118 -0.960
H -2.443 0.691 1.632
H -2.060 2.007 0.559
H -4.624 2.169 0.737
H -5.433 0.730 0.549
H -3.953 -1.174 0.470
H -3.182 -1.151 -0.989
H -4.484 1.792 -1.571
H -3.348 0.825 -2.194
H -1.166 -0.897 1.978
H -1.735 -1.777 0.603
H 0.419 -1.631 4.096
H 1.093 -4.242 2.458
H 3.662 -0.848 -3.361
H 2.050 -3.318 -4.021
C -4.863 0.737 3.958
O -4.297 1.851 3.904
O -4.235 -0.378 3.814
O -6.117 0.584 4.157


Entry 2:
Here is C17H36KNSi4Te as an isolated structure from the Open Molecules 2025 dataset. Energies are from ωB97M-V with the def2-TZVPD basis set.

Total charge: -2

Element x y z (Å)
K 0.272 -0.176 -0.298
C 3.048 -1.459 6.134
Si 2.123 0.172 6.331
C 2.206 0.611 8.173
C 3.111 1.495 5.430
Si -0.034 0.024 5.459
Te -0.040 0.011 3.039
Si -0.968 -1.909 6.366
C -0.620 -2.169 8.210
C -2.843 -1.904 6.174
C -0.310 -3.435 5.484
Si -1.227 1.816 6.352
C -0.279 3.431 6.132
C -2.880 2.000 5.475
C -1.612 1.667 8.200
H 4.100 -1.351 6.414
H 2.999 -1.804 5.097
H 2.608 -2.240 6.763
H 3.246 0.640 8.511
H 1.667 -0.118 8.785
H 1.760 1.592 8.362
H 4.148 1.522 5.781
H 2.670 2.484 5.588
H 3.109 1.308 4.353
H -0.980 -1.328 8.810
H 0.453 -2.270 8.395
H -1.112 -3.079 8.566
H -3.299 -1.122 6.790
H -3.273 -2.865 6.472
H -3.120 -1.708 5.134
H 0.768 -3.540 5.641
H -0.475 -3.355 4.407
H -0.800 -4.344 5.849
H 0.020 3.558 5.087
H 0.630 3.441 6.741
H -0.892 4.289 6.422
H -2.733 2.090 4.396
H -3.421 2.883 5.831
H -3.510 1.122 5.644
H -0.700 1.567 8.795
H -2.233 0.789 8.399
H -2.154 2.551 8.549
C -2.328 1.407 -1.666
C -2.045 1.237 -3.132
C -2.924 1.774 -4.054
C -2.749 1.671 -5.440
C -1.604 0.975 -5.884
C -0.692 0.418 -5.019
C 0.509 -0.311 -5.535
C -0.826 0.497 -3.535
N 0.038 -0.031 -2.720
H -3.255 1.971 -1.523
H -1.516 1.948 -1.152
H -2.437 0.436 -1.155
H -3.801 2.307 -3.680
H -3.459 2.105 -6.136
H -1.433 0.874 -6.958
H 0.524 -0.317 -6.632
H 0.530 -1.341 -5.159
H 1.432 0.143 -5.155


Entry 3:
Here is a 6-piece molecular cluster, C17H36O6S overall from the Open Molecules 2025 dataset. Energies are from ωB97M-V with the def2-TZVPD basis set.

Total charge: 0

Element x y z (Å)
C 2.178 0.465 1.022
S 1.209 -0.369 -0.349
O 1.351 -1.889 -0.271
C -0.533 0.205 0.177
H 1.847 -0.063 1.916
H 2.026 1.534 1.174
H 3.253 0.363 0.879
H -0.840 1.232 -0.021
H -0.695 0.080 1.248
H -1.221 -0.453 -0.354
C -4.767 -2.853 3.428
C -4.505 -1.554 2.782
O -5.428 -0.744 2.592
C -3.144 -1.193 2.207
H -5.489 -2.695 4.229
H -3.822 -3.111 3.906
H -5.108 -3.602 2.714
H -2.820 -0.154 2.156
H -2.938 -1.539 1.194
H -2.298 -1.623 2.743
C 5.181 2.192 2.738
C 6.013 1.826 1.535
O 5.508 1.899 0.419
C 7.471 1.501 1.768
H 4.154 2.280 2.384
H 5.434 3.164 3.160
H 5.128 1.407 3.492
H 7.965 2.319 2.292
H 7.856 1.378 0.756
H 7.720 0.709 2.474
C 1.417 4.766 0.312
C 2.371 4.434 -0.822
O 2.145 4.857 -1.951
C 3.623 3.655 -0.428
H 0.538 5.276 -0.080
H 1.849 5.530 0.958
H 1.233 3.821 0.824
H 3.526 2.655 -0.850
H 3.732 3.704 0.656
H 4.477 4.198 -0.832
C -5.721 0.074 -1.369
C -4.734 -1.114 -1.301
O -3.542 -0.924 -1.355
C -5.240 -2.547 -1.204
H -5.174 0.787 -1.986
H -5.939 0.470 -0.377
H -6.603 -0.358 -1.843
H -5.150 -2.857 -0.163
H -4.588 -3.183 -1.803
H -6.270 -2.483 -1.555
C -1.157 -2.300 -4.202
C -0.598 -3.687 -4.144
O -1.253 -4.693 -4.349
C 0.823 -3.745 -3.574
H -0.552 -1.498 -4.627
H -1.247 -1.870 -3.205
H -2.135 -2.483 -4.648
H 1.030 -4.786 -3.328
H 0.949 -3.001 -2.787
H 1.505 -3.412 -4.356


Entry 4:
Here is C17H37Br3O26S7 as an isolated structure from the Open Molecules 2025 dataset. Energies are from ωB97M-V with the def2-TZVPD basis set.

Total charge: 0

Element x y z (Å)
O -24.508 25.300 5.437
S -23.497 26.304 5.185
O -23.820 27.680 5.411
O -22.189 25.937 6.143
C -21.667 24.618 6.038
C -21.137 24.158 7.389
C -22.698 26.061 3.561
H -20.980 24.571 5.189
H -22.522 23.954 5.860
H -21.989 24.015 8.048
H -20.404 24.888 7.736
H -20.619 23.202 7.303
H -22.463 25.015 3.406
H -21.754 26.605 3.588
H -23.348 26.548 2.837
O -21.594 31.123 3.250
S -21.866 30.442 2.011
O -22.201 29.024 2.027
O -23.143 31.214 1.395
C -23.756 30.655 0.200
C -25.016 31.464 -0.037
C -20.594 30.802 0.750
H -23.980 29.644 0.514
H -23.131 30.765 -0.686
H -25.530 31.116 -0.938
H -24.783 32.525 -0.065
H -25.796 31.259 0.699
H -20.197 29.841 0.443
H -19.840 31.365 1.296
H -21.097 31.412 0.011
C -25.149 25.505 -0.726
Br -25.168 26.090 -2.624
Br -26.880 24.721 -0.298
Br -24.455 26.913 0.402
H -24.448 24.685 -0.647
C -27.075 23.773 4.835
C -26.990 24.663 3.610
O -27.941 25.703 3.830
S -28.500 25.720 5.324
O -29.800 25.098 5.331
O -28.346 26.989 5.940
O -27.376 24.685 5.893
H -26.200 23.174 5.054
H -27.946 23.133 4.663
H -27.114 24.180 2.640
H -26.038 25.175 3.437
C -25.401 29.421 -5.642
C -24.781 29.541 -4.244
O -23.397 29.189 -4.377
S -23.159 28.212 -5.649
O -23.432 26.844 -5.315
O -21.998 28.573 -6.403
O -24.447 28.807 -6.492
H -25.662 30.408 -6.019
H -26.265 28.757 -5.612
H -25.227 28.849 -3.531
H -24.763 30.556 -3.856
C -20.886 26.043 -0.036
C -20.626 25.488 -1.463
O -20.201 26.570 -2.293
S -20.774 27.946 -1.638
O -22.190 28.009 -1.888
O -19.965 29.104 -1.873
O -20.520 27.400 -0.123
H -20.423 25.465 0.760
H -21.968 26.012 0.171
H -21.471 25.063 -1.999
H -19.816 24.769 -1.348
C -23.173 23.041 -3.882
C -22.298 21.780 -4.312
O -21.458 21.576 -3.191
S -22.253 21.904 -1.790
O -21.293 22.379 -0.838
O -23.125 20.802 -1.543
O -23.041 23.114 -2.492
H -24.198 22.940 -4.238
H -22.803 23.959 -4.344
H -21.628 21.972 -5.139
H -23.037 20.977 -4.325
C -25.140 20.302 1.685
C -23.609 20.113 1.436
O -23.149 21.449 1.217
S -23.877 22.435 2.237
O -24.096 23.704 1.637
O -23.288 22.309 3.544
O -25.265 21.602 2.209
H -25.541 19.570 2.384
H -25.637 20.101 0.734
H -23.321 19.552 0.553
H -23.104 19.723 2.322


Entry 5:
Here is a 3-piece molecular cluster, C17H37ClNO6PS overall from the Open Molecules 2025 dataset. Energies are from ωB97M-V with the def2-TZVPD basis set.

SMILES string: CC(=O)N(C)[PH2](CCCCO)CCCCS(=O)(=O)Cl.CC(C)=O.CC(C)=O
Total charge: 0

Element x y z (Å)
C 1.385 -2.636 0.586
C 0.597 -2.617 -0.702
O 0.330 -3.657 -1.279
N 0.217 -1.350 -1.176
C 0.345 -1.272 -2.633
P -1.406 -0.748 -0.514
C -0.594 0.506 0.556
C -0.141 1.772 -0.172
C 1.156 1.649 -0.974
C 1.960 2.940 -0.904
O 3.125 2.912 -1.709
C -3.185 -0.202 -0.041
C -4.170 -0.586 -1.143
C -5.623 -0.188 -0.852
C -5.868 1.300 -0.596
S -5.259 2.313 -1.919
O -5.815 1.888 -3.164
O -3.840 2.473 -1.810
Cl -6.111 4.122 -1.466
H 0.959 -3.344 1.294
H 1.452 -1.645 1.024
H 2.402 -2.944 0.345
H -0.030 -0.315 -2.992
H 1.406 -1.300 -2.885
H -0.170 -2.087 -3.145
H -1.787 -0.560 -1.864
H -1.630 -2.018 0.068
H 0.228 0.025 1.076
H -1.302 0.805 1.329
H -0.939 2.192 -0.788
H 0.039 2.518 0.608
H 0.969 1.434 -2.030
H 1.780 0.834 -0.618
H 2.244 3.124 0.132
H 1.317 3.774 -1.212
H 2.938 2.370 -2.476
H -3.179 0.883 0.073
H -3.483 -0.664 0.904
H -4.153 -1.675 -1.240
H -3.874 -0.138 -2.091
H -5.959 -0.704 0.048
H -6.252 -0.537 -1.671
H -5.370 1.620 0.316
H -6.935 1.489 -0.505
C 5.580 -0.277 -0.130
C 4.686 -0.485 -1.327
C 5.323 -0.338 -2.687
O 3.514 -0.751 -1.202
H 5.001 -0.407 0.781
H 6.399 -0.998 -0.144
H 5.997 0.731 -0.150
H 6.131 -1.062 -2.803
H 5.732 0.667 -2.799
H 4.577 -0.510 -3.459
C 1.788 -0.016 5.538
C 0.836 -0.516 4.479
C 0.116 -1.811 4.764
O 0.659 0.091 3.449
H 2.238 0.918 5.211
H 1.252 0.151 6.474
H 2.574 -0.753 5.712
H -0.485 -1.714 5.669
H 0.838 -2.617 4.907
H -0.533 -2.058 3.927


Entry 6:
Here is C17H37F6N3O19PS4 as an isolated structure from the Open Molecules 2025 dataset. Energies are from ωB97M-V with the def2-TZVPD basis set.

Total charge: -1

Element x y z (Å)
P -0.258 -0.278 -0.410
F -1.152 0.990 -1.007
F 0.463 0.806 0.584
F -1.423 -0.573 0.598
F 0.726 -1.451 0.218
F -0.870 -1.448 -1.392
F 0.878 -0.100 -1.553
C -3.296 -1.181 3.585
C -1.892 -0.931 4.126
O -1.500 -1.200 5.276
N -0.999 -0.471 3.322
C 0.259 -0.030 3.826
H -3.939 -0.496 4.138
H -3.573 -2.203 3.844
H -3.569 -1.123 2.532
H -1.285 -0.489 2.354
H 0.597 0.907 3.381
H 1.032 -0.789 3.699
H 0.310 0.082 4.909
C 2.700 2.939 2.522
C 2.410 3.568 3.884
O 1.937 4.701 3.872
N 2.369 2.760 4.951
C 1.868 3.114 6.320
H 1.843 2.339 2.216
H 3.597 2.331 2.633
H 2.838 3.770 1.831
H 2.691 1.808 4.853
H 1.886 4.203 6.357
H 2.520 2.734 7.107
H 0.848 2.926 6.656
C -0.922 -1.861 -4.251
C -0.925 -1.956 -5.714
O -0.954 -0.919 -6.403
N -0.929 -3.162 -6.261
C -1.129 -3.420 -7.728
H 0.023 -2.124 -3.777
H -1.568 -2.614 -3.798
H -1.197 -0.923 -3.770
H -0.285 -3.801 -5.817
H -0.883 -4.468 -7.896
H -0.645 -2.720 -8.409
H -2.153 -3.256 -8.061
C -2.232 -4.543 -0.534
C -1.661 -4.003 0.845
O -1.771 -5.178 1.641
S -2.767 -6.332 1.015
O -4.137 -5.929 1.216
O -2.294 -7.674 1.468
O -2.302 -5.985 -0.449
H -1.463 -4.225 -1.238
H -3.215 -4.139 -0.778
H -2.299 -3.221 1.258
H -0.628 -3.665 0.775
C 4.073 -0.055 0.554
C 3.833 -1.405 -0.309
O 5.072 -1.751 -0.866
S 6.159 -0.434 -0.908
O 5.937 0.402 -2.038
O 7.488 -0.948 -0.617
O 5.475 0.351 0.391
H 3.623 -0.160 1.541
H 3.646 0.713 -0.092
H 3.106 -1.312 -1.116
H 3.328 -2.208 0.227
C -1.275 3.051 2.135
C -2.517 3.503 1.387
O -3.517 2.813 2.030
S -3.370 2.943 3.688
O -3.831 1.750 4.327
O -3.728 4.279 4.321
O -1.688 2.857 3.493
H -0.494 3.796 1.984
H -0.846 2.099 1.823
H -2.455 3.055 0.395
H -2.776 4.562 1.378
C 1.104 2.448 -5.423
C 0.337 1.765 -4.318
O -0.361 2.765 -3.562
S -0.520 4.122 -4.432
O -0.400 5.308 -3.555
O -1.564 4.085 -5.409
O 0.977 3.892 -5.190
H 0.647 2.135 -6.361
H 2.169 2.221 -5.466
H 1.098 1.162 -3.822
H -0.409 1.100 -4.753


| no. | DFT total energy (a.u.) | orbital gap (eV) |
| --- | --- | --- |
| 1 | -3083.23889 | 1.9 |
| 2 | -2750.10619 | 2.5 |
| 3 | -1518.85373 | 9.4 |
| 4 | -13135.35373 | 10.0 |
| 5 | -2375.80213 | 8.6 |
| 6 | -4797.26320 | 9.0 |